The following is a DFT calculation (the ωB97M-V functional and the def2-TZVPD basis) of 8 unconnected molecules or ions with the total composition C30H64Cl15N2O2P2S2 in a non-equilibrium geometry.

Geometry as XYZ:
```
117
Properties=species:S:1:pos:R:3:lowdin_charge:R:1
C -0.0110 3.3954 -0.5162 -0.132
C -1.0969 4.6080 -0.7470 -0.225
C -1.4926 4.8665 -2.3291 -0.210
C -1.5661 3.4496 -3.2149 -0.232
N -2.4850 2.5231 -2.4510 -0.210
C -2.7623 1.2278 -3.1801 -0.225
C -1.4966 0.6133 -4.0204 -0.168
C -1.6803 -1.0377 -4.1131 -0.194
C -0.3365 -1.8036 -3.5406 -0.254
N -0.6116 -2.6814 -2.3144 -0.948
Cl -1.1981 -1.7304 -0.9545 0.730
P -1.8132 -3.9794 -2.6941 0.951
O -2.6388 -4.4519 -1.2334 -0.314
O -0.9885 -5.3702 -3.3999 -0.330
P 0.8740 -3.5044 -1.6957 0.904
C 2.1191 -2.2577 -0.9542 -0.382
C 1.8958 -1.9412 0.6506 -0.218
C 0.4488 -4.8607 -0.4165 -0.407
C 1.8199 -5.4890 0.2304 -0.145
C -3.8789 3.1692 -2.3042 -0.943
S -4.6501 4.0347 -3.5860 0.603
S -4.8790 3.0243 -0.7095 0.836
C -3.7707 2.1862 0.5466 -0.473
C -4.6360 0.9739 1.2609 -0.287
C -5.8924 0.4249 0.3340 -0.200
H 0.7495 3.3550 -1.4300 0.080
H 0.5868 3.4677 0.5016 0.055
H -0.5855 2.3494 -0.4971 0.059
H -0.5593 5.6045 -0.3688 0.107
H -2.0307 4.4260 -0.0513 0.072
H -2.4252 5.5548 -2.4889 0.095
H -0.5666 5.4555 -2.7986 0.022
H -0.4333 3.0763 -3.2587 0.116
H -1.8806 3.6624 -4.3221 0.113
H -3.7380 1.2789 -3.8659 0.132
H -3.0361 0.4263 -2.3387 0.101
H -1.5444 1.0825 -5.1142 0.135
H -0.4561 0.9127 -3.5602 0.106
H -2.6795 -1.3561 -3.5447 0.092
H -1.8872 -1.3052 -5.2542 0.134
H 0.4959 -1.0356 -3.2294 0.125
H 0.0517 -2.5461 -4.3821 0.145
H -3.3647 -3.7618 -1.0783 0.085
H -1.2211 -5.2920 -4.3902 0.093
H 3.2347 -2.6555 -1.0600 0.109
H 2.0222 -1.2483 -1.5520 0.084
H 1.0673 -1.1012 0.7808 0.062
H 1.5359 -2.8886 1.2708 0.060
H 2.8888 -1.5122 1.1515 0.072
H -0.1846 -5.7577 -0.8431 0.091
H -0.2153 -4.3578 0.4209 0.086
H 2.7555 -5.0157 -0.2969 0.076
H 1.8999 -6.6592 0.1776 0.081
H 1.8530 -5.1175 1.3615 0.098
H -3.4523 3.0241 1.3294 0.078
H -2.7731 1.7494 0.1182 0.072
H -5.0849 1.4221 2.2516 0.114
H -3.8563 0.0969 1.4541 0.107
H -5.5823 0.1524 -0.7702 0.068
H -6.2344 -0.5977 0.8448 0.083
H -6.8413 1.1227 0.3605 0.079
Cl -0.6443 -10.1858 -3.6056 0.551
C -1.2581 -8.6652 -4.2997 -0.684
C -2.7772 -8.6004 -4.2901 -0.676
Cl -3.5074 -9.7652 -5.4230 0.555
H -0.8570 -8.5677 -5.3135 0.072
H -0.8484 -7.8522 -3.6927 0.038
H -3.1089 -7.6061 -4.6022 0.060
H -3.1826 -8.7978 -3.2930 0.072
Cl 3.5908 -3.9355 5.3617 0.544
C 4.4006 -2.7468 4.3119 -0.659
C 3.8384 -1.3452 4.4896 -0.666
Cl 2.1725 -1.2055 3.8741 0.550
H 4.3091 -3.0893 3.2764 0.059
H 5.4612 -2.7578 4.5809 0.077
H 4.4436 -0.6279 3.9281 0.069
H 3.8377 -1.0417 5.5411 -0.016
Cl 2.6658 6.7710 -2.4285 0.524
C 2.0521 8.2916 -3.1226 -0.657
C 0.5329 8.3564 -3.1130 -0.631
Cl -0.1973 7.1916 -4.2459 0.591
H 2.4531 8.3891 -4.1363 0.072
H 2.4618 9.1046 -2.5156 0.075
H 0.2012 9.3507 -3.4251 0.076
H 0.1276 8.1590 -2.1158 0.071
Cl 3.5921 -10.5732 3.1888 0.552
C 2.9291 -9.5560 1.8863 -0.676
C 4.0201 -8.8585 1.0893 -0.672
Cl 4.8606 -7.6130 2.0463 0.531
H 2.2361 -8.8374 2.3352 0.065
H 2.3551 -10.2168 1.2298 0.073
H 3.5824 -8.3507 0.2252 0.050
H 4.7689 -9.5683 0.7246 0.073
Cl 3.7128 2.4468 2.5901 0.539
C 3.9142 4.0163 1.7734 -0.650
C 3.4186 5.1751 2.6240 -0.638
Cl 1.6475 5.1599 2.8154 0.512
H 3.3918 3.9694 0.8127 0.061
H 4.9835 4.1339 1.5732 0.075
H 3.6763 6.1243 2.1458 0.077
H 3.8674 5.1630 3.6221 0.046
Cl 3.2942 0.6946 7.1979 0.592
C 1.9763 1.8914 7.2385 -0.635
C 2.1271 2.9500 6.1575 -0.666
Cl 3.5177 4.0228 6.4558 0.551
H 1.9519 2.3367 8.2380 0.073
H 1.0432 1.3396 7.0896 0.076
H 1.2375 3.5857 6.1329 0.059
H 2.2524 2.5001 5.1678 0.033
Cl -0.8667 7.3270 2.4305 0.534
C -2.3501 6.3483 2.5417 -0.651
C -2.4725 5.6394 3.8813 -0.645
Cl -1.2506 4.3582 4.0786 0.520
H -2.3526 5.6385 1.7085 0.034
H -3.1923 7.0337 2.4064 0.078
H -3.4510 5.1571 3.9587 0.071
H -2.3694 6.3378 4.7175 0.074
```

Results
* 2S+1: 1
* net charge: +1
* frontier orbital gap: 6.38 eV
* M: 1142.7 Da
* E_HOMO: -10.6 eV

***

The following is a DFT calculation (the ωB97M-V functional and the def2-TZVPD basis) of a single C3H2N4 molecule in a non-equilibrium geometry.

Geometry as XYZ:
```
9
Properties=species:S:1:pos:R:3:lowdin_charge:R:1
N -1.8943 -0.3609 2.4837 0.179
C -1.3572 -0.0633 1.5052 -0.288
C 0.3152 0.9266 0.6230 -0.028
C 1.1296 0.4948 -0.3995 -0.117
N 0.4532 -0.4064 -1.1581 0.019
N -0.7418 -0.6903 -0.7271 0.128
N -0.7847 0.1683 0.3122 -0.150
H 2.1313 0.7799 -0.6264 0.092
H 0.7486 -0.8487 -2.0130 0.165
```

Results
* 2S+1: 1
* frontier orbital gap: 9.19 eV
* ΔE to the lowest compared entry with this formula, charge and spin: 89.12 kcal per mole
* M: 94.1 Da
* E_HOMO: -9.5 eV

***

The following is a DFT calculation (the ωB97M-V functional and the def2-TZVPD basis) of a molecular structure, C25H33AlBrCl5F5N3O5P in a non-equilibrium geometry.

Geometry as XYZ:
```
79
Properties=species:S:1:pos:R:3:lowdin_charge:R:1
O 3.3374 0.8538 3.0352 -0.289
P 4.3195 0.9678 1.9450 0.445
O 5.2808 -0.3530 1.9366 -0.105
O 5.3414 2.2618 2.3101 -0.633
Cl 5.5415 2.1589 3.9994 0.724
O 3.6753 1.3523 0.4653 -0.039
C 2.9532 0.3011 -0.1025 -0.543
F 2.5460 0.7659 -1.3441 0.102
F 3.6971 -0.8195 -0.3595 0.108
C 1.6315 -0.0146 0.6718 -0.096
C 1.2305 -1.3373 1.0606 0.020
C -0.0143 -1.4386 1.8184 -0.057
C -0.7941 -0.2884 2.1711 -0.061
C -0.3807 1.0437 1.7411 -0.066
C -1.1256 2.3922 2.0368 -0.458
F -1.2388 3.1169 0.9085 0.148
F -2.3853 2.2232 2.7019 -0.235
F -0.3149 3.1026 2.8760 0.122
C 0.8421 1.1676 0.9972 0.061
H 4.7115 -1.1387 2.0315 0.098
H 1.8556 -2.2054 0.7869 0.122
H -0.3554 -2.4339 2.1575 0.110
H -1.7192 -0.3663 2.7662 0.003
H 1.2034 2.1677 0.6637 0.124
C -7.5460 -0.7448 -1.3631 -0.062
C -6.8834 -1.2870 -0.1089 -0.152
N -5.4852 -1.6772 -0.3390 -0.038
C -4.4018 -1.2777 0.4158 -0.017
C -3.3141 -1.9046 -0.0932 0.029
N -3.7526 -2.6697 -1.1478 -0.068
C -5.0714 -2.5214 -1.2811 -0.007
C -2.9208 -3.5199 -1.9935 -0.154
H -7.5568 -1.4897 -2.1610 0.072
H -8.5776 -0.4647 -1.1530 0.091
H -7.0158 0.1338 -1.7340 0.090
H -7.4148 -2.1677 0.2556 0.135
H -6.9074 -0.5331 0.6774 0.132
H -4.5362 -0.5935 1.2426 -0.001
H -2.2695 -1.9067 0.1710 0.125
H -5.6886 -3.0038 -2.0213 0.173
H -2.9733 -3.1567 -3.0223 0.070
H -3.2975 -4.5404 -1.9346 -0.049
H -1.8867 -3.4943 -1.6485 0.075
C 7.7673 6.0990 4.7716 -0.089
C 7.9038 7.2143 5.5877 -0.091
C 6.8079 8.0290 5.8407 -0.092
C 5.5723 7.7231 5.2845 -0.091
C 5.4354 6.6061 4.4713 -0.105
C 6.5331 5.7960 4.2115 -0.101
H 8.6229 5.4649 4.5723 0.103
H 8.8660 7.4494 6.0269 0.103
H 6.9161 8.9026 6.4721 0.102
H 4.7162 8.3565 5.4850 0.102
H 4.4684 6.3686 4.0364 0.008
H 6.4267 4.9277 3.5731 0.068
Cl -3.5930 0.6986 2.7477 0.519
Al -2.3969 -5.6103 -3.4775 0.735
C 1.1418 -3.7435 -4.7228 -0.148
O 0.2935 -2.8090 -4.0561 -0.159
H 0.5507 -4.6125 -5.0083 0.061
H 1.5645 -3.2838 -5.6187 0.082
H 1.9426 -4.0569 -4.0506 0.085
H 0.8391 -2.0539 -3.8146 0.074
C 0.5906 6.5861 0.7876 -0.229
C 1.0689 5.4740 -0.0635 -0.389
N 1.4339 4.6295 -0.7200 0.156
H 1.3620 7.3482 0.8700 0.055
H -0.3034 7.0332 0.3404 0.104
H 0.3362 6.2205 1.7879 -0.009
Br 2.3873 5.5893 2.4601 0.491
Cl -4.3395 -8.9335 -5.1026 0.511
C -4.0920 -8.3811 -6.7806 -0.667
C -3.2347 -9.3381 -7.5745 -0.663
Cl -1.5474 -9.3521 -7.0055 0.543
H -3.6535 -7.3845 -6.7479 0.055
H -5.0797 -8.3037 -7.2358 0.074
H -3.2146 -9.0337 -8.6209 0.075
H -3.6183 -10.3558 -7.5228 0.072
Cl -0.4729 -6.0924 -1.3672 -0.394
```

Results
* 2S+1: 1
* net charge: +1
* frontier orbital gap: 1.98 eV
* M: 865.7 Da
* E_HOMO: -10.2 eV

***

The following is a DFT calculation (the ωB97M-V functional and the def2-TZVPD basis) of 2 unconnected molecules or ions with the total composition C4H12N2 in a non-equilibrium geometry.

Geometry as XYZ:
```
18
Properties=species:S:1:pos:R:3:lowdin_charge:R:1
C -1.6874 1.1984 -0.3648 -0.188
C -1.9747 -0.2513 0.0104 -0.413
N -1.2904 -0.7636 1.1983 -0.042
H -0.6113 1.4165 -0.3571 0.040
H -1.9772 1.3792 -1.4100 0.048
H -2.1148 1.9399 0.3205 0.050
H -3.0534 -0.3205 0.2031 0.083
H -1.7068 -0.9081 -0.8156 0.074
H -0.2877 -0.7461 1.0284 0.006
H -1.4385 -0.1706 2.0062 0.031
C 2.1770 0.7956 -0.4348 -0.258
C 2.0904 -0.5140 -0.7024 -0.437
N 1.7551 -1.4868 0.2890 -0.052
H 1.8588 1.1894 0.5192 -0.015
H 2.6475 1.4560 -1.1586 -0.015
H 2.4978 -0.9171 -1.6242 0.063
H 2.2002 -1.2944 1.1717 0.000
H 0.9156 -2.0024 0.1205 0.025
```

Results
* expectation value of S²: 0.75
* 2S+1: 2
* net charge: -1
* frontier orbital gap (alpha / beta): 2.83 / 9.05 eV
* ΔE to the lowest compared entry with this formula, charge and spin: 27.13 kcal per mole
* M: 88.2 Da
* E_HOMO (alpha / beta): 1.5 / -4.9 eV